1.
Molecular formula: C10H29ClFNO11S
Method: DFT, ωB97M-V/def2-TZVPD

```
! wB97M-V def2-TZVPD RIJCOSX def2/J DEFGRID3
* xyz 0 1
Cl 0.909 3.302 -1.915
S 2.580 -2.644 0.056
F 1.554 -0.426 1.611
O 3.687 -2.652 0.934
O -1.469 -5.873 -0.017
O 1.508 2.536 3.315
O 2.496 -3.658 -0.916
O -1.671 -2.778 0.132
O 4.581 0.521 2.768
O -2.612 3.428 0.582
O 1.115 -2.462 0.778
O 2.478 -1.293 -0.832
O -0.605 6.151 -0.073
O 0.091 -4.470 -2.968
N -2.822 -0.952 -0.419
C 1.688 0.901 -0.741
C -2.988 0.483 -0.121
C 0.440 2.584 0.649
C 0.450 -0.980 -1.930
C -2.858 -1.232 -1.861
C 0.733 -1.099 0.703
C -1.768 -1.594 0.248
C 1.211 -0.561 -0.652
C 0.555 1.943 -0.755
C -0.714 -0.919 1.156
H -0.865 0.144 1.357
H -0.115 -5.027 -2.205
H 1.327 1.943 4.054
H -1.294 -6.140 0.891
H -2.362 -2.163 -2.142
H -3.594 0.652 0.776
H -0.138 -1.893 -1.789
H 0.136 3.630 0.594
H 5.109 -0.129 2.290
H -2.420 -0.416 -2.455
H -2.581 4.373 0.381
H -3.910 -1.309 -2.169
H -0.180 2.019 1.346
H -0.780 -1.424 2.130
H -2.960 3.391 1.480
H 2.442 1.108 0.023
H 0.132 5.912 -0.647
H 2.128 3.178 3.678
H 1.204 -1.210 -2.690
H 3.676 0.283 2.536
H -0.366 1.491 -1.127
H -2.058 1.057 -0.103
H 2.217 0.981 -1.701
H -0.189 -0.193 -2.339
H -0.215 6.739 0.583
H -1.520 -4.910 0.024
H -3.577 0.905 -0.946
H 0.738 -3.841 -2.629
H 1.450 2.592 1.063
*
```

Properties
Orbital gap ... 10.1116 eV
Lowest unoccupied orbital energy ... 0.061 eV
Strongest force on any atom ... 0.0476 Eh/bohr
Structure (SMILES) ... C[C@@H](Cl)C[C@@]1(C)OS(=O)(=O)O[C@]1(F)CC(=O)N(C)C.O.O.O.O.O.O

Atomic partial charges in e from the Mulliken method, atoms 1 to 5:
1 Cl -0.246
2 S 1.283
3 F -0.287
4 O -0.602
5 O -0.635

***

2.
Molecular formula: CH4IN2
Method: DFT, ωB97M-V/def2-TZVPD

```
! wB97M-V def2-TZVPD RIJCOSX def2/J DEFGRID3
* xyz 1 1
I 1.157 2.232 -0.232
N -1.023 0.414 0.410
N 0.716 -0.840 -0.411
C 0.216 0.389 -0.054
H 0.236 -1.671 -0.083
H -1.375 -0.601 0.304
H -1.472 1.162 1.021
H 1.545 -1.085 -0.956
*
```

Properties
Orbital gap ... 10.5573 eV
Lowest unoccupied orbital energy ... -4.388 eV
Relative energy (zero: lowest compared OMol25 entry of this formula, charge and spin) ... 8.6 kcal per mole
Strongest force on any atom ... 0.0548 Eh/bohr
Structure (SMILES) ... NC(=[NH2+])I

Atomic partial charges in e from the Mulliken method, atoms 1 to 5:
1 I 0.316
2 N -0.399
3 N -0.384
4 C 0.482
5 H 0.204

***

3.
Molecular formula: C5H10O2
Method: DFT, ωB97M-V/def2-TZVPD

```
! wB97M-V def2-TZVPD RIJCOSX def2/J DEFGRID3
* xyz 0 1
O -0.004 -1.986 -0.179
O 0.059 1.253 -0.587
C 0.813 0.320 0.182
C -0.307 -0.856 0.537
C -1.550 0.004 0.549
C 1.991 -0.057 -0.733
C -1.255 1.367 -0.072
H -1.807 0.124 1.607
H 0.836 -1.893 -0.638
H -2.308 -0.671 0.139
H -1.301 2.171 0.683
H -1.934 1.621 -0.887
H 2.581 0.839 -0.973
H 1.648 -0.449 -1.700
H -1.334 -1.832 1.251
H 2.667 -0.773 -0.257
H 1.206 0.817 1.077
*
```

Properties
Orbital gap ... 8.9556 eV
Lowest unoccupied orbital energy ... 0.713 eV
Relative energy (zero: lowest compared OMol25 entry of this formula, charge and spin) ... 134.8 kcal per mole
Strongest force on any atom ... 0.0592 Eh/bohr

Atomic partial charges in e from the Mulliken method, atoms 1 to 5:
1 O -0.398
2 O -0.389
3 C 0.534
4 C -0.074
5 C -0.685

***

4.
Molecular formula: C33H61BrCl3N7O6P3
Method: DFT, ωB97M-V/def2-TZVPD

```
! wB97M-V def2-TZVPD RIJCOSX def2/J DEFGRID3
* xyz 1 1
Br -8.750 3.391 -2.770
Cl -5.800 0.646 1.742
Cl -6.285 -1.304 -1.767
Cl -5.183 2.885 -5.469
P 1.445 -2.561 5.605
P 4.438 1.763 -2.214
P -4.227 3.800 -3.887
O 0.782 -2.385 4.275
O -2.740 4.121 -4.446
O -6.380 3.936 -1.252
O 4.392 0.688 -1.177
O -7.100 2.598 -2.917
O -3.355 -2.084 -4.095
N 3.202 1.307 -3.306
N 1.587 -2.214 7.288
N 1.058 -4.252 5.887
N 3.089 -2.246 5.282
N 6.067 1.524 -2.811
N -2.772 0.666 -1.644
N 4.401 3.421 -2.687
C -1.583 1.721 -3.453
C -1.272 -0.326 1.319
C -2.800 1.622 -2.587
C -6.161 0.849 0.017
C -7.082 -0.313 -0.498
C -3.767 0.376 -0.791
C -0.559 0.860 1.469
C 3.378 -0.850 4.977
C 4.894 3.800 -3.985
C 7.019 1.411 -1.706
C 0.376 -1.695 7.927
C -8.359 0.244 -1.136
C 4.779 4.380 -1.645
C -1.913 -0.342 -4.917
C -6.238 2.979 -1.961
C 4.113 -3.154 4.809
C -4.999 2.122 -1.817
C 0.827 0.889 1.419
C -0.546 -1.491 1.103
C 3.276 0.405 -4.438
C -3.296 -0.989 -5.020
C -2.775 -0.303 1.432
C 2.311 -3.119 8.141
C -3.487 -0.761 0.132
C 1.874 -5.331 5.351
C -0.353 -4.519 5.624
C -4.946 1.111 -0.854
C 1.862 1.434 -2.771
C -1.938 1.195 -4.867
C -3.941 2.405 -2.702
C 1.539 -0.282 1.209
C 0.832 -1.464 1.048
C 6.379 0.540 -3.837
H 4.502 3.154 -4.771
H 1.852 1.388 -1.677
H -3.093 0.699 1.710
H -1.114 1.774 1.649
H 1.402 2.386 -3.073
H 2.495 -0.330 4.595
H -2.651 5.075 -4.567
H 3.725 -0.315 5.868
H -1.342 -0.636 -5.797
H 5.864 4.400 -1.468
H 7.018 0.413 -1.253
H -6.768 1.746 -0.047
H -7.405 -0.934 0.332
H 2.110 -5.206 4.285
H -4.121 -0.298 -4.819
H 1.313 1.844 1.570
H 0.615 -1.231 8.885
H 5.988 3.799 -4.036
H -2.967 1.497 -5.055
H -9.174 -0.472 -1.051
H -1.183 2.728 -3.474
H -0.567 -4.628 4.553
H 4.233 0.444 -4.942
H 3.272 -3.398 7.710
H -3.097 -0.942 2.255
H 7.460 0.417 -3.911
H 8.025 1.635 -2.065
H 2.619 -0.256 1.191
H -1.928 0.103 -1.574
H -0.078 -0.922 7.302
H -4.389 -1.315 0.366
H 5.940 -0.447 -3.638
H 4.145 -0.770 4.207
H 1.229 0.617 -3.123
H 2.527 -2.604 9.080
H -0.377 -2.478 8.099
H 3.988 -4.162 5.186
H -2.798 -1.432 -0.384
H 1.351 -6.281 5.470
H -4.279 -2.285 -3.923
H -1.049 -2.447 1.005
H 4.161 -3.208 3.712
H -1.353 1.683 -5.641
H -8.215 0.460 -2.191
H 4.539 4.811 -4.204
H -0.979 -3.709 6.005
H 6.060 0.886 -4.821
H -8.689 1.162 -0.648
H 1.744 -4.029 8.366
H 6.788 2.132 -0.919
H 4.456 5.387 -1.914
H -3.433 -1.406 -6.021
H 4.288 4.126 -0.703
H 3.084 -0.641 -4.161
H 1.412 -2.364 0.898
H 2.536 0.704 -5.187
H -0.656 -5.432 6.140
H 5.088 -2.821 5.177
H 2.800 -5.439 5.916
H -0.824 1.052 -3.048
H -1.412 -0.788 -4.056
*
```

Properties
Orbital gap ... 5.5901 eV
Lowest unoccupied orbital energy ... -3.911 eV
Relative energy (zero: lowest compared OMol25 entry of this formula, charge and spin) ... 0.0 kcal per mole
Strongest force on any atom ... 0.1110 Eh/bohr

Atomic partial charges in e from the Mulliken method, atoms 1 to 5:
1 Br 0.081
2 Cl -0.129
3 Cl -0.144
4 Cl -0.220
5 P 0.483

***

5.
Molecular formula: C5H15N2
Method: DFT, ωB97M-V/def2-TZVPD

```
! wB97M-V def2-TZVPD RIJCOSX def2/J DEFGRID3
* xyz 1 1
N -2.748 -0.046 1.822
N 1.420 -0.472 -0.435
C -2.086 1.252 1.717
C -2.180 -1.104 1.004
C 2.550 -0.260 -1.366
C 1.062 0.316 0.491
C 2.030 0.062 -2.758
H 0.797 -1.243 -0.677
H 3.159 0.547 -0.969
H -2.725 -0.349 2.789
H 2.888 0.341 -3.368
H 1.372 0.931 -2.750
H -2.038 1.514 0.660
H -1.148 -1.404 1.263
H -2.699 1.999 2.223
H -2.212 -0.801 -0.046
H 1.669 1.184 0.715
H -2.811 -1.982 1.101
H -1.085 1.299 2.166
H 3.131 -1.182 -1.363
H 1.535 -0.783 -3.225
H 0.120 0.181 1.006
*
```

Properties
Orbital gap ... 7.1141 eV
Lowest unoccupied orbital energy ... -5.019 eV
Relative energy (zero: lowest compared OMol25 entry of this formula, charge and spin) ... 46.3 kcal per mole
Strongest force on any atom ... 0.0122 Eh/bohr

Atomic partial charges in e from the Mulliken method, atoms 1 to 5:
1 N -0.312
2 N 0.006
3 C -0.835
4 C -0.834
5 C -0.404